DFT (ωB97M-V/def2-TZVPD) results for C7H13Cl in the gas phase.

For the electronic energy, the calculation gives -734.550306 a.u. The HOMO-LUMO gap (alpha / beta) comes out at 8.43 / 7.93 eV. The net charge is 0. The value obtained for the largest force on an atom is 5.25 eV Å⁻¹. The HOMO energy (alpha / beta) comes out at -0.293 / -0.281 Ha. The LUMO energy (alpha / beta) comes out at 0.0170 / 0.0101 Eh.

The geometry in XYZ format:
```
21
C7H13Cl, DFT ωB97M-V/def2-TZVPD
C -0.235 -0.050 -2.450
C 0.168 0.410 -1.113
C 0.811 -1.133 -2.773
C 0.319 -1.448 0.616
C -1.497 0.439 0.672
C 0.807 0.967 1.339
C -0.002 0.066 0.332
Cl 2.300 -0.530 -3.313
H -1.147 -0.647 -2.380
H -0.322 0.669 -3.306
H 1.116 1.114 -1.120
H 0.906 -2.008 -2.137
H -0.380 -2.220 0.257
H 0.192 -1.707 1.725
H 1.334 -1.644 0.323
H -2.258 -0.079 0.059
H -1.686 0.248 1.699
H -1.525 1.483 0.485
H 1.410 1.693 0.791
H 1.559 0.432 1.806
H 0.131 1.316 2.170
```

Mulliken population analysis, charges in e, atoms 1 to 5: C -0.377; C -0.976; C -0.429; C -1.877; C -1.700

---

DFT (ωB97M-V/def2-TZVPD) results for C7H13Cl2P in the gas phase.

For the electronic energy, the calculation gives -1536.179614 a.u. The HOMO-LUMO gap comes out at 8.37 eV. The net charge is 0. The value obtained for the largest force on an atom is 7.31 eV Å⁻¹. The structure (SMILES) is CC[P@@]1(Cl)=C[C@](C)(Cl)CC1. The HOMO energy comes out at -0.280 Ha. The LUMO energy comes out at 0.0276 Eh.

The geometry in XYZ format:
```
23
C7H13Cl2P, DFT ωB97M-V/def2-TZVPD
C -3.003 -1.138 -1.178
C -2.348 -0.182 -0.210
P -0.535 -0.611 0.214
Cl -1.172 -2.141 1.006
C 0.795 -0.564 -0.767
C 1.809 0.250 0.049
C 2.964 0.789 -0.783
Cl 2.538 -0.890 1.271
C 1.036 1.215 0.992
C -0.100 0.472 1.579
H -2.266 -1.457 -1.958
H -3.384 -1.921 -0.645
H -3.801 -0.657 -1.753
H -2.734 -0.254 0.920
H -2.434 0.895 -0.515
H 1.211 -1.185 -1.507
H 3.725 1.318 -0.218
H 2.646 1.566 -1.525
H 3.297 -0.003 -1.406
H 0.810 2.094 0.335
H 1.824 1.322 1.734
H 0.022 -0.130 2.429
H -0.899 1.212 1.934
```

Mulliken population analysis, charges in e, atoms 1 to 5: C -1.174; C -0.610; P 0.817; Cl -0.267; C -0.823

---

DFT (ωB97M-V/def2-TZVPD) results for a molecular structure, C7H13F3N2O5V.

For the electronic energy, the calculation gives -2003.683428 a.u. The HOMO-LUMO gap (alpha / beta) comes out at 8.84 / 9.78 eV. The net charge is +1. The value obtained for the largest force on an atom is 0.57 eV Å⁻¹. The multiplicity is 3. The HOMO energy (alpha / beta) comes out at -0.487 / -0.493 Ha. The LUMO energy (alpha / beta) comes out at -0.1622 / -0.1333 Eh.

The geometry in XYZ format:
```
31
C7H13F3N2O5V, DFT ωB97M-V/def2-TZVPD
V 0.226 -0.163 -0.187
C 4.849 -0.116 0.240
O 3.986 -0.696 1.263
C 2.713 -0.559 1.114
O 2.171 0.078 0.182
N 1.969 -1.124 2.082
N 0.577 -1.124 1.886
H 5.855 -0.364 0.553
H 4.703 0.959 0.207
H 4.621 -0.562 -0.724
H 2.392 -1.746 2.755
H 0.124 -0.687 2.684
H 0.248 -2.085 1.809
C -3.538 0.741 -1.424
C -2.307 1.207 -0.680
C -2.592 2.314 0.312
O -1.752 0.050 0.094
C -1.204 1.660 -1.671
O -1.370 2.661 -2.301
O -0.144 0.866 -1.691
H -4.319 0.443 -0.722
H -3.310 -0.089 -2.096
H -3.915 1.565 -2.027
H -3.383 2.017 1.001
H -2.906 3.198 -0.239
H -1.698 2.573 0.883
H -2.276 -0.751 -0.063
F -1.066 -2.713 -0.261
C 0.107 -2.173 -0.754
F 1.100 -2.924 -0.171
F 0.139 -2.454 -2.055
```

Mulliken population analysis, charges in e, atoms 1 to 5: V 1.089; C -0.647; O -0.393; C 1.013; O -0.761

---

DFT (ωB97M-V/def2-TZVPD) results for a molecular structure, C7H13F6HgNO11S2.

For the electronic energy, the calculation gives -2705.302521 a.u. The HOMO-LUMO gap comes out at 2.52 eV. The net charge is -4. The value obtained for the largest force on an atom is 5.45 eV Å⁻¹. The HOMO energy comes out at 0.142 Ha. The LUMO energy comes out at 0.2342 Eh.

The geometry in XYZ format:
```
41
C7H13F6HgNO11S2, DFT ωB97M-V/def2-TZVPD
Hg 15.464 -7.292 7.538
O 17.137 -5.266 5.423
H 16.537 -4.540 5.163
O 17.317 -7.112 10.491
H 16.733 -7.066 11.273
O 20.302 -8.890 6.333
C 19.954 -9.934 5.485
C 18.389 -10.257 5.682
O 17.782 -10.245 6.934
H 20.581 -10.795 5.716
H 20.220 -9.648 4.468
H 18.170 -11.107 5.035
H 17.683 -9.616 5.154
C 9.648 -7.273 4.977
F 9.776 -8.580 5.271
F 8.702 -7.042 4.118
F 9.509 -6.529 6.098
S 11.335 -6.561 4.140
O 11.236 -5.070 3.850
O 12.354 -6.826 5.153
O 11.568 -7.314 2.915
C 15.256 -0.696 8.816
F 14.138 -0.526 8.115
F 16.339 -0.692 8.002
F 15.306 0.287 9.729
S 15.084 -2.277 9.827
O 14.136 -1.928 10.896
O 14.646 -3.298 8.883
O 16.413 -2.598 10.423
C 11.481 -7.444 11.650
O 12.002 -8.014 10.687
N 10.478 -7.954 12.380
C 10.042 -7.246 13.637
C 10.058 -9.331 12.345
H 11.756 -6.440 12.007
H 8.966 -7.076 13.652
H 10.436 -6.230 13.614
H 10.242 -7.694 14.611
H 10.936 -9.945 12.146
H 9.537 -9.585 13.268
H 9.203 -9.604 11.727
```

Mulliken population analysis, charges in e, atoms 1 to 5: Hg 0.427; O -0.860; H 0.184; O -0.871; H 0.134

---

DFT (ωB97M-V/def2-TZVPD) results for a molecular structure, C7H13FN2.

For the electronic energy, the calculation gives -483.776893 a.u. The HOMO-LUMO gap comes out at 10.80 eV. The net charge is 0. The value obtained for the largest force on an atom is 6.49 eV Å⁻¹. The HOMO energy comes out at -0.365 Ha. The LUMO energy comes out at 0.0324 Eh.

The geometry in XYZ format:
```
23
C7H13FN2, DFT ωB97M-V/def2-TZVPD
C -0.660 1.706 -0.452
C 1.538 0.149 -0.026
C -2.361 -1.045 -0.763
C -1.298 -0.819 1.418
C 3.799 0.130 -0.009
C -0.253 0.330 -0.733
C -1.003 -0.884 -0.130
N -1.578 2.043 0.317
N 2.516 0.332 -0.709
F 1.514 -0.274 1.220
H -0.005 2.421 -1.050
H -3.191 -0.522 -0.224
H -2.350 -0.584 -1.640
H -2.622 -2.089 -0.892
H -2.064 0.014 1.516
H -1.645 -1.889 1.621
H -0.328 -0.761 2.029
H 4.341 -0.586 -0.606
H 3.586 -0.287 0.933
H 4.334 1.077 -0.107
H -0.344 0.206 -1.807
H -0.405 -1.767 -0.240
H -1.523 3.098 0.334
```

Mulliken population analysis, charges in e, atoms 1 to 5: C -0.246; C 0.399; C -1.663; C -1.125; C -0.790

---

DFT (ωB97M-V/def2-TZVPD) results for C7H13IO2SSi in the gas phase.

For the electronic energy, the calculation gives -1410.225984 a.u. The HOMO-LUMO gap (alpha / beta) comes out at 8.02 / 6.73 eV. The net charge is 0. The value obtained for the largest force on an atom is 4.44 eV Å⁻¹. The multiplicity is 3. The HOMO energy (alpha / beta) comes out at -0.278 / -0.340 Ha. The LUMO energy (alpha / beta) comes out at 0.0170 / -0.0927 Eh.

The geometry in XYZ format:
```
25
C7H13IO2SSi, DFT ωB97M-V/def2-TZVPD
C 1.751 0.785 -0.242
C 0.736 0.013 0.007
C 1.902 2.225 -0.609
C 0.620 3.027 -0.828
C -0.311 -2.091 2.050
C -0.001 -2.648 -1.122
C -2.331 -1.014 -0.070
O -0.289 2.892 1.706
O -2.019 2.428 -0.122
Si -0.511 -1.452 0.283
S -0.685 2.324 0.417
I 3.779 -0.224 -0.304
H 2.577 2.746 0.119
H 2.435 2.166 -1.478
H 0.673 4.040 -0.600
H 0.025 2.825 -1.828
H 0.378 -2.870 2.111
H -0.158 -1.243 2.664
H -1.287 -2.544 2.459
H -0.615 -3.549 -1.156
H 0.257 -2.090 -2.031
H 0.990 -3.044 -0.872
H -2.505 -1.286 -1.133
H -2.915 -1.538 0.658
H -2.496 0.121 -0.079
```

Mulliken population analysis, charges in e, atoms 1 to 5: C 0.278; C -0.336; C -0.774; C -0.751; C -1.106